Below is 2 unconnected molecules or ions with the total composition CH2NO in a non-equilibrium geometry, with properties calculated with ωB97M-V/def2-TZVPD.

Last column: Löwdin charge in e.
Element x y z (Å)
C  0.205  0.641  0.531  0.41
N  0.195  2.324  3.052  0.36
O  0.534  2.280  1.974  0.08
H  -0.186  0.719  -0.582  0.10
H  1.265  0.359  0.811  0.05

As for the net charge: +1. The calculation puts the HOMO-LUMO gap (spin up / spin down) at 7.36 / 9.22 eV. The maximum force is 0.06944 hartree/bohr. As for the energy relative to the best compared isomer or geometry (same formula, charge and spin): 3.8358 eV.